Molecular formula: C3H9N
Method: DFT, the ωB97M-V functional and the def2-TZVPD basis

Each line ends with the Mulliken charge.
Cartesian coordinates (Å):
C -1.24 0.31 0.60  -0.80
N 0.24 0.16 0.31  -0.15
C 0.67 -1.35 0.19  -0.81
C 0.50 0.92 -0.90  -1.12
H -1.76 -0.35 1.28  0.33
H -1.82 0.21 -0.47  0.24
H -1.45 1.32 0.99  0.28
H 1.67 -1.46 0.41  0.30
H 0.04 -1.75 0.97  0.33
H 0.49 -1.83 -0.78  0.26
H 1.44 0.98 -1.39  0.40
H 0.06 1.95 -0.79  0.29
H 0.06 0.59 -1.78  0.46

Output
Structure (SMILES): CN(C)C
Molar mass, g/mol: 59.11
HOMO, eV: -8.591
Multiplicity: 1
LUMO, eV: 1.1569
Energy above the lowest of the compared OMol25 structures with the same formula, charge and spin, eV: 1.900
Charge: 0
Energy, Eh: -174.38322
Kohn-Sham gap, eV: 9.7